Entry 1:
A cluster of 8 separate species, C8H30O8 in total, computed with ωB97M-V with the def2-TZVPD basis set.

Geometry as XYZ:
```
46
Properties=species:S:1:pos:R:3:mulliken_charge:R:1
C -0.39 -3.99 -0.36 -0.262
O 0.92 -4.20 -0.41 -0.867
H -0.87 -4.06 -1.38 0.004
H -0.91 -4.79 0.25 0.303
H -0.64 -2.99 0.09 -0.150
C 1.15 0.27 -0.89 0.808
O 1.98 0.12 -1.93 -0.941
H 1.66 0.09 0.09 -0.326
H 0.72 1.33 -0.87 -0.271
H 0.26 -0.43 -0.92 -0.221
C -0.64 -1.36 -3.84 -0.352
O 0.29 -2.43 -4.03 -0.463
H -0.13 -0.41 -3.72 0.148
H -1.34 -1.29 -4.69 0.384
H -1.30 -1.57 -2.99 0.000
H 0.03 -2.84 -4.86 0.264
C -0.27 3.93 0.58 -0.155
O -1.70 3.99 0.70 -0.517
H -0.02 4.12 -0.46 0.278
H 0.20 4.59 1.32 0.317
H 0.07 2.91 0.75 -0.204
H -1.95 3.86 1.62 0.272
C -2.54 0.92 -1.76 -0.288
O -3.33 0.89 -2.96 -0.561
H -3.12 1.34 -0.94 0.288
H -2.21 -0.09 -1.54 0.154
H -1.65 1.52 -1.93 0.094
H -4.23 0.69 -2.70 0.283
C 3.84 -2.36 1.44 -0.500
O 3.99 -1.84 0.14 -0.433
H 4.79 -2.31 2.02 0.291
H 3.05 -1.84 2.00 0.121
H 3.56 -3.41 1.35 0.242
H 4.35 -0.95 0.19 0.244
C -2.16 0.58 1.85 -0.126
O -2.98 -0.44 2.43 -0.545
H -2.74 1.29 1.26 0.093
H -1.60 1.11 2.63 0.214
H -1.46 0.12 1.15 0.088
H -3.85 -0.07 2.58 0.280
C 2.01 1.70 2.78 0.141
O 1.80 2.01 4.18 -0.579
H 2.45 0.71 2.64 0.123
H 1.08 1.73 2.22 -0.236
H 2.72 2.43 2.40 0.263
H 1.13 1.40 4.51 0.298
```

## Properties
**Net charge**: -2
**Energy relative to the best compared isomer or geometry (same formula, charge and spin)**: 1.927 eV
**HOMO-LUMO gap**: 3.2 eV
**E_HOMO**: 1.09 eV

***

Entry 2:
A cluster of 2 separate species, C4H10O in total, computed with ωB97M-V with the def2-TZVPD basis set.

Geometry as XYZ:
```
15
Properties=species:S:1:pos:R:3:mulliken_charge:R:1
C -1.60 0.23 2.81 -0.747
C -2.25 0.54 1.70 0.135
C -3.19 1.67 1.53 -0.974
H -0.86 -0.56 2.85 0.245
H -1.79 0.65 3.79 0.237
H -2.07 -0.06 0.81 0.275
H -3.15 2.42 2.33 0.301
H -3.03 2.19 0.58 0.277
H -4.22 1.30 1.51 0.249
C 3.74 -1.26 -2.30 -0.465
O 2.52 -0.95 -3.06 -0.498
H 3.72 -2.08 -1.59 0.234
H 4.44 -1.55 -3.10 0.240
H 3.95 -0.25 -1.98 0.203
H 2.34 -1.65 -3.68 0.286
```

## Properties
**Net charge**: 0
**SMILES string**: C=CC.CO
**Energy relative to the best compared isomer or geometry (same formula, charge and spin)**: 1.826 eV
**HOMO-LUMO gap**: 10.5 eV
**E_HOMO**: -9.50 eV

***

Entry 3:
An isolated molecule of C6H12N4, computed with ωB97M-V with the def2-TZVPD basis set.

Geometry as XYZ:
```
22
Properties=species:S:1:pos:R:3:mulliken_charge:R:1
C -1.61 1.28 -1.61 -1.334
C -1.75 0.54 -0.39 0.871
N -2.88 0.45 0.29 -0.385
N -2.64 -0.05 1.46 -0.684
N -1.43 -0.43 1.52 -0.372
N -0.88 -0.10 0.39 0.703
C 0.64 -0.42 0.24 1.355
C 0.95 -1.73 1.02 -1.459
C 1.46 0.62 1.05 -1.497
C 1.13 -0.39 -1.21 -1.696
H -1.38 0.90 -2.58 0.329
H -2.54 1.86 -1.76 0.359
H -0.95 2.13 -1.42 0.355
H 0.85 -2.51 0.35 0.471
H 1.96 -1.76 1.56 0.290
H 0.18 -1.88 1.90 0.373
H 1.35 1.75 0.89 0.264
H 1.21 0.51 2.09 0.469
H 2.54 0.35 0.92 0.377
H 0.93 0.64 -1.56 0.383
H 2.16 -0.58 -1.29 0.443
H 0.70 -1.16 -1.85 0.383
```

## Properties
**Net charge**: 0
**SMILES string**: Cc1nnnn1C(C)(C)C
**Energy relative to the best compared isomer or geometry (same formula, charge and spin)**: 1.557 eV
**HOMO-LUMO gap**: 10.7 eV
**E_HOMO**: -10.02 eV

***

Entry 4:
An isolated molecule of C4H7NO, computed with ωB97M-V with the def2-TZVPD basis set.

Geometry as XYZ:
```
13
Properties=species:S:1:pos:R:3:mulliken_charge:R:1
C -1.03 1.08 -0.20 -1.026
C 0.21 0.55 0.76 0.864
O 0.10 1.11 1.87 -0.561
N 1.29 0.54 -0.11 -0.449
C 0.97 -0.75 -0.72 -0.367
C 0.08 -1.10 0.44 -0.506
H -1.91 0.91 0.42 0.304
H -0.85 2.15 -0.32 0.342
H -1.09 0.56 -1.15 0.312
H 1.89 -1.35 -0.79 0.280
H 0.54 -0.68 -1.73 0.253
H 0.60 -1.62 1.25 0.286
H -0.94 -1.45 0.30 0.268
```

## Properties
**Net charge**: 0
**Energy relative to the best compared isomer or geometry (same formula, charge and spin)**: 5.294 eV
**HOMO-LUMO gap (spin up / spin down)**: 8.7 / 7.6 eV
**E_HOMO (spin up / spin down)**: -9.47 / -9.44 eV

***

Entry 5:
A cluster of 2 separate species, C31H28BF7O3 in total, computed with ωB97M-V with the def2-TZVPD basis set.

Geometry as XYZ:
```
70
Properties=species:S:1:pos:R:3:mulliken_charge:R:1
C 0.91 4.97 -1.74 -2.013
C 0.76 3.88 -0.70 1.610
C -0.11 4.44 0.42 -1.761
O 0.01 2.82 -1.33 -0.384
B 0.83 1.72 -1.36 0.908
C 0.25 0.19 -0.85 1.232
C -1.13 -0.13 -1.36 0.189
C -1.98 0.79 -1.99 -0.603
C -3.12 0.34 -2.67 0.277
F -3.83 1.24 -3.43 -0.350
C -3.53 -0.99 -2.67 -1.113
C -2.72 -1.87 -1.96 0.045
F -3.10 -3.19 -1.89 -0.323
C -1.54 -1.48 -1.34 -0.353
C 1.25 -0.67 -1.61 0.229
C 1.83 -1.84 -1.10 -0.119
C 2.68 -2.59 -1.94 0.369
F 3.28 -3.72 -1.42 -0.331
C 2.94 -2.26 -3.27 -1.003
C 2.31 -1.10 -3.74 0.043
F 2.50 -0.74 -5.06 -0.332
C 1.50 -0.30 -2.94 -0.741
O 2.16 1.96 -1.04 -0.775
C 2.13 3.18 -0.27 1.733
C 3.41 3.92 -0.62 -1.895
C 2.17 2.82 1.22 -1.745
H 1.39 5.86 -1.31 0.401
H 1.48 4.62 -2.61 0.350
H -0.10 5.26 -2.07 0.482
H 0.40 5.27 0.92 0.398
H -1.03 4.84 -0.03 0.438
H -0.40 3.68 1.15 0.205
H 0.35 0.09 0.24 -0.510
H -1.73 1.84 -2.01 0.730
H -4.42 -1.34 -3.18 0.512
H -0.90 -2.21 -0.85 0.726
H 1.63 -2.14 -0.07 0.330
H 3.58 -2.86 -3.90 0.495
H 1.02 0.59 -3.37 0.502
H 3.45 4.87 -0.08 0.356
H 4.28 3.31 -0.33 0.448
H 3.48 4.11 -1.70 0.351
H 2.25 3.72 1.84 0.368
H 1.29 2.23 1.52 0.019
H 3.05 2.20 1.42 0.498
C 1.49 0.02 5.18 -1.328
C 0.46 -0.02 4.16 0.509
C -0.40 0.94 3.68 -1.053
C -1.20 0.31 2.68 -0.126
C -0.75 -1.00 2.56 -0.339
C -1.31 -2.12 1.86 1.497
C -2.68 -2.15 1.52 -0.535
C -3.25 -3.33 1.07 -0.789
C -2.44 -4.46 0.92 0.692
C -3.06 -5.77 0.49 0.726
F -2.35 -6.34 -0.53 -0.258
F -3.08 -6.67 1.53 -0.259
F -4.34 -5.63 0.06 -0.282
C -1.08 -4.43 1.17 -1.156
C -0.50 -3.24 1.59 -0.429
O 0.28 -1.20 3.47 -0.426
H 1.12 0.59 6.04 0.356
H 1.81 -0.98 5.51 0.319
H 2.37 0.57 4.81 0.257
H -0.48 1.97 4.01 0.499
H -2.04 0.71 2.11 0.543
H -3.27 -1.23 1.60 0.349
H -4.31 -3.36 0.83 0.454
H -0.46 -5.32 1.04 0.419
H 0.58 -3.18 1.74 0.464
```

## Properties
**Net charge**: 0
**SMILES string**: CC1(C)OB(C(c2cc(F)cc(F)c2)c2cc(F)cc(F)c2)OC1(C)C.Cc1ccc(-c2ccc(C(F)(F)F)cc2)o1
**Energy relative to the best compared isomer or geometry (same formula, charge and spin)**: 0.000 eV
**HOMO-LUMO gap**: 8.3 eV
**E_HOMO**: -8.16 eV

***

Entry 6:
A cluster of 8 separate species, C35H80ClN2O10PS7Si in total, computed with ωB97M-V with the def2-TZVPD basis set.

Geometry as XYZ:
```
137
Properties=species:S:1:pos:R:3:mulliken_charge:R:1
C 0.51 -2.90 3.19 -1.416
C -0.98 -3.46 3.34 2.563
C -0.85 -5.01 3.84 -1.474
C -1.67 -2.67 4.58 -1.097
C -1.93 -3.38 2.07 -1.789
C -1.33 -2.86 0.69 2.086
C -0.16 -3.78 0.06 -1.085
C -2.56 -2.96 -0.39 -1.158
C -0.95 -1.28 0.69 0.278
C -1.67 -0.35 1.69 -0.105
C -1.26 1.14 1.71 -0.716
C -0.15 1.68 0.77 0.150
O 0.26 3.08 0.82 -0.466
C 1.22 3.10 1.94 -0.448
C 2.71 3.43 1.47 -0.562
O 3.24 2.51 0.50 -0.208
C 4.65 2.25 0.68 -0.485
C 5.43 2.12 -0.72 -0.333
Si 6.13 0.38 -1.08 0.436
Cl 8.27 0.39 -1.02 -0.379
C 5.51 -0.99 0.11 -0.318
C 5.54 -2.42 -0.65 -0.426
C 5.83 -3.66 0.36 0.250
N 5.66 -3.48 1.84 -0.664
O 6.15 -4.79 -0.08 -0.508
P 5.60 -0.30 -3.15 0.204
N 5.44 0.97 -4.14 -0.631
C 0.53 0.73 -0.25 -0.351
C 0.15 -0.79 -0.29 -0.543
H 1.19 -3.51 2.48 0.243
H 1.00 -2.99 4.23 0.412
H 0.52 -1.77 2.95 0.107
H -0.09 -5.49 3.12 0.315
H -1.86 -5.53 3.85 0.302
H -0.33 -5.03 4.87 0.373
H -1.54 -3.24 5.57 0.305
H -2.79 -2.53 4.41 -0.209
H -1.24 -1.61 4.71 0.276
H -2.88 -2.76 2.29 0.201
H -2.34 -4.45 1.87 0.290
H -0.21 -3.67 -1.11 -0.076
H 0.89 -3.47 0.36 0.181
H -0.42 -4.87 0.27 0.333
H -2.82 -4.06 -0.54 0.365
H -3.46 -2.50 0.16 0.118
H -2.31 -2.40 -1.35 0.322
H -2.48 -0.69 2.42 0.273
H -1.82 1.82 2.46 0.275
H 0.86 3.87 2.72 0.327
H 1.26 2.08 2.47 0.266
H 2.69 4.51 1.05 0.222
H 3.36 3.51 2.43 0.383
H 4.76 1.35 1.37 0.235
H 5.12 3.14 1.24 0.363
H 4.76 2.48 -1.59 0.142
H 6.32 2.85 -0.72 0.271
H 6.31 -1.08 0.95 0.189
H 4.47 -0.77 0.55 0.383
H 6.39 -2.48 -1.42 0.260
H 4.55 -2.68 -1.16 0.223
H 4.82 -2.88 2.01 0.323
H 6.46 -2.91 2.17 0.324
H 6.69 -1.09 -3.71 0.080
H 4.42 -1.11 -3.11 0.042
H 5.60 1.84 -3.58 0.271
H 1.33 1.06 -0.99 0.323
H 0.67 -1.48 -1.03 0.313
C 4.33 4.57 -5.33 -1.009
S 5.88 4.68 -4.40 0.305
O 5.74 3.81 -3.19 -0.536
C 5.64 6.39 -3.87 -1.101
H 4.25 3.56 -5.73 0.350
H 3.49 4.77 -4.68 0.308
H 4.35 5.28 -6.16 0.391
H 4.72 6.48 -3.31 0.404
H 5.62 7.05 -4.74 0.357
H 6.48 6.67 -3.23 0.404
C -4.26 -0.35 7.72 -0.613
S -3.92 0.30 6.08 0.587
O -2.45 0.14 5.83 -0.602
C -4.22 2.03 6.49 -1.043
H -4.10 -1.44 7.72 0.063
H -3.59 0.11 8.45 0.304
H -5.30 -0.15 7.99 0.369
H -3.55 2.34 7.29 0.300
H -5.26 2.16 6.79 0.365
H -4.02 2.63 5.60 0.329
C 0.45 -6.88 -4.05 -1.008
S 0.29 -5.10 -3.78 0.528
O -0.86 -4.89 -2.85 -0.562
C -0.29 -4.72 -5.45 -0.995
H 0.77 -7.34 -3.11 0.318
H -0.51 -7.30 -4.35 0.314
H 1.20 -7.07 -4.81 0.379
H -1.20 -5.28 -5.67 0.309
H 0.49 -4.98 -6.18 0.375
H -0.50 -3.65 -5.51 0.317
C 5.25 10.58 -4.82 -0.944
S 4.97 9.59 -3.33 0.590
O 3.82 8.69 -3.61 -0.602
C 4.36 10.96 -2.32 -0.993
H 5.60 9.91 -5.61 0.295
H 4.32 11.05 -5.13 0.314
H 6.01 11.34 -4.62 0.367
H 3.49 11.41 -2.79 0.312
H 5.15 11.70 -2.20 0.366
H 4.09 10.56 -1.34 0.328
C -4.85 -5.92 7.92 -1.002
S -3.79 -4.72 7.08 0.519
O -3.93 -3.42 7.80 -0.677
C -4.79 -4.62 5.58 -0.725
H -4.43 -6.11 8.91 0.340
H -5.86 -5.52 8.02 0.302
H -4.86 -6.86 7.35 0.380
H -5.80 -4.31 5.82 0.416
H -4.81 -5.60 5.09 0.378
H -4.33 -3.89 4.91 0.000
C -5.19 -0.80 -2.17 -0.566
S -6.26 -1.08 -0.74 0.464
O -5.78 -2.33 -0.06 -0.602
C -7.73 -1.51 -1.69 -0.989
H -4.19 -0.56 -1.81 0.138
H -5.14 -1.71 -2.78 0.283
H -5.58 0.03 -2.76 0.360
H -7.53 -2.37 -2.33 0.304
H -8.04 -0.65 -2.29 0.350
H -8.53 -1.76 -0.99 0.330
C -6.93 1.85 -6.50 -0.956
S -5.41 1.96 -5.53 0.413
O -5.58 1.06 -4.34 -0.589
C -5.67 3.65 -4.95 -0.944
H -7.00 0.85 -6.92 0.310
H -7.80 2.04 -5.86 0.302
H -6.90 2.59 -7.30 0.381
H -6.62 3.72 -4.41 0.305
H -5.68 4.33 -5.81 0.375
H -4.85 3.92 -4.29 0.315
```

## Properties
**Net charge**: 0
**HOMO-LUMO gap**: 8.0 eV
**E_HOMO**: -7.55 eV

***

Entry 7:
A structure of composition C25H25Br2N3O2OsS, computed with ωB97M-V with the def2-TZVPD basis set.

Geometry as XYZ:
```
59
Properties=species:S:1:pos:R:3:lowdin_spin:R:1
Os 0.50 0.60 0.46 2.929
C -0.16 -1.82 2.05 0.012
N -0.01 -0.37 2.35 0.011
C -1.24 0.08 3.06 0.006
C 1.16 -0.16 3.25 0.018
C 2.42 -0.27 2.45 0.076
C 3.62 -0.63 3.03 -0.004
C 4.75 -0.78 2.24 0.095
C 4.66 -0.61 0.86 -0.002
C 3.47 -0.24 0.28 0.069
C 2.33 -0.01 1.07 0.035
H -0.33 -2.36 2.98 0.002
H 0.74 -2.20 1.57 0.001
H -1.02 -1.97 1.39 0.000
H -1.29 -0.45 4.01 0.000
H -2.12 -0.15 2.47 0.000
H -1.19 1.15 3.25 0.000
H 1.12 -0.90 4.05 0.001
H 1.07 0.82 3.71 0.003
H 3.67 -0.81 4.10 -0.001
H 5.69 -1.06 2.69 0.004
H 5.53 -0.78 0.24 -0.001
H 3.44 -0.15 -0.80 0.002
Br 0.51 3.20 2.08 0.111
C -0.63 4.41 1.07 0.008
Br -0.63 4.01 -0.81 0.011
H -0.23 5.41 1.21 0.002
H -1.64 4.31 1.45 0.000
O -1.81 1.00 0.46 0.082
S -2.20 0.23 -0.74 0.026
O -2.80 0.95 -1.81 0.029
N -0.72 -0.38 -1.14 0.269
C -0.24 -0.18 -2.43 0.014
C -0.81 -0.67 -3.59 0.044
C -0.24 -0.38 -4.84 -0.005
C 0.87 0.42 -4.94 0.039
C 1.45 0.98 -3.78 -0.001
C 2.50 1.91 -3.80 0.037
C 2.93 2.49 -2.63 0.002
C 2.33 2.13 -1.43 0.031
N 1.35 1.23 -1.37 0.023
C 0.88 0.67 -2.53 0.007
C -3.20 -1.11 -0.23 0.003
C -2.97 -2.37 -0.76 0.003
C -3.83 -3.40 -0.41 0.000
C -4.89 -3.16 0.46 0.000
C -5.10 -1.89 0.98 0.000
C -4.25 -0.85 0.64 0.001
H -1.70 -1.27 -3.53 0.002
H -0.69 -0.79 -5.74 -0.001
H 1.31 0.65 -5.91 0.002
H 2.95 2.18 -4.75 0.002
H 3.73 3.23 -2.62 0.000
H 2.66 2.57 -0.50 0.002
H -2.13 -2.55 -1.42 0.001
H -3.67 -4.40 -0.81 0.000
H -5.55 -3.97 0.73 0.000
H -5.93 -1.71 1.65 0.000
H -4.42 0.15 1.03 0.000
```

## Properties
**Net charge**: +2
**Energy relative to the best compared isomer or geometry (same formula, charge and spin)**: 0.103 eV
**Spin multiplicity**: 5
**HOMO-LUMO gap (spin up / spin down)**: 8.0 / 5.8 eV
**E_HOMO (spin up / spin down)**: -14.32 / -14.40 eV

***

Entry 8:
A cluster of 2 separate species, C18H34BF2N2O6 in total, computed with ωB97M-V with the def2-TZVPD basis set.

Geometry as XYZ:
```
63
Properties=species:S:1:pos:R:3:mulliken_charge:R:1
C -3.92 -0.29 -3.54 -0.861
C -3.88 -1.82 -3.70 -0.519
C -2.52 -2.46 -3.39 -0.656
C -1.29 -1.77 -4.01 -0.481
C -0.15 -1.41 -3.04 -0.597
C -0.57 -0.60 -1.81 0.026
C 0.66 -0.05 -1.04 -0.822
C 0.45 1.40 -0.59 -1.024
C -0.63 1.54 0.50 -0.487
C -0.15 2.37 1.70 -1.276
C 1.03 1.73 2.46 -0.494
C 0.57 0.89 3.67 -0.157
C 0.61 1.72 4.94 -0.938
N 0.50 0.96 6.22 -0.230
C -0.18 -0.24 6.18 0.593
O -1.30 -0.39 5.75 -0.567
O 0.54 -1.24 6.76 -0.344
C 0.49 -2.50 6.10 -0.596
N 1.65 -2.77 5.28 -0.305
C 2.86 -2.03 5.58 -0.673
H -3.37 0.03 -2.66 0.098
H -4.95 0.06 -3.47 0.382
H -3.45 0.20 -4.40 0.261
H -4.20 -2.07 -4.71 0.292
H -4.61 -2.24 -3.00 0.343
H -2.42 -2.57 -2.31 0.307
H -2.56 -3.48 -3.79 0.326
H -0.85 -2.44 -4.74 0.413
H -1.55 -0.86 -4.55 0.053
H 0.30 -2.35 -2.71 0.276
H 0.59 -0.86 -3.61 0.128
H -1.16 -1.22 -1.13 0.249
H -1.18 0.24 -2.15 0.079
H 1.55 -0.13 -1.66 0.493
H 0.82 -0.67 -0.15 0.284
H 0.17 2.00 -1.46 0.526
H 1.40 1.80 -0.22 0.508
H -1.49 2.05 0.07 0.405
H -0.95 0.56 0.86 0.256
H -0.98 2.52 2.41 0.441
H 0.14 3.36 1.34 0.411
H 1.68 2.54 2.81 0.416
H 1.60 1.10 1.77 0.437
H -0.47 0.59 3.48 0.371
H 1.19 0.00 3.78 -0.110
H 1.58 2.23 4.99 0.417
H -0.15 2.51 4.92 0.266
H 1.43 0.79 6.58 0.363
H -0.41 -2.56 5.48 0.475
H 0.41 -3.25 6.88 0.221
H 1.41 -2.68 4.30 0.308
H 3.68 -2.43 4.98 0.315
H 3.13 -2.17 6.63 0.288
H 2.80 -0.95 5.40 0.138
B 2.42 2.93 -6.25 0.494
O 2.93 1.52 -6.11 -0.433
C 1.93 0.71 -5.84 0.690
O 2.00 -0.48 -5.65 -0.631
C 0.64 1.55 -5.77 0.572
O -0.46 1.11 -5.53 -0.610
O 0.95 2.80 -6.01 -0.425
F 2.66 3.40 -7.53 -0.343
F 3.00 3.75 -5.30 -0.345
```

## Properties
**Net charge**: -1
**Energy relative to the best compared isomer or geometry (same formula, charge and spin)**: 0.000 eV
**HOMO-LUMO gap**: 8.6 eV
**E_HOMO**: -6.54 eV